[1]
Computed, not measured: 11 unconnected molecules or ions with the total composition C40H74F12N11O14S3, with wB97M-V/def2-TZVPD.

```
! RIJCOSX wB97M-V def2-TZVPD def2/J DEFGRID3
* xyz 3 1
C 1.041 -1.900 0.114
O 1.210 -0.730 -0.654
O 1.730 -2.876 -0.498
C 1.135 -1.657 1.652
F 1.071 -0.368 2.108
F 0.105 -2.307 2.276
F 2.300 -2.223 2.140
C 0.133 0.195 -0.554
C 0.527 1.524 -1.207
H 0.318 2.397 -0.600
H 1.589 1.614 -1.443
H -0.055 1.627 -2.124
H -0.089 0.511 0.470
H -0.723 -0.213 -1.099
H -0.030 -2.182 0.028
C 6.149 -1.172 2.020
C 5.172 -0.061 1.792
O 4.381 0.319 2.559
N 5.212 0.603 0.446
H 6.165 0.836 0.124
H 4.967 -0.136 -0.236
C 4.365 1.860 0.336
H 5.625 -1.795 2.748
H 7.116 -0.868 2.410
H 6.251 -1.842 1.164
H 4.894 2.490 1.042
H 3.335 1.684 0.618
H 4.433 2.199 -0.693
C 5.341 -5.702 -0.546
C 3.902 -5.542 -0.909
O 3.448 -5.440 -1.966
N 2.968 -5.317 0.259
H 3.475 -5.230 1.134
H 2.346 -4.499 0.031
C 2.078 -6.562 0.400
H 5.555 -5.087 0.335
H 5.971 -5.425 -1.381
H 5.505 -6.706 -0.140
H 1.764 -6.880 -0.585
H 1.263 -6.331 1.075
H 2.743 -7.288 0.864
C 0.680 -4.057 -3.608
C 1.941 -3.357 -3.967
O 2.644 -3.657 -4.826
N 2.289 -2.192 -3.114
H 2.190 -2.363 -2.063
H 3.306 -2.191 -3.295
C 1.709 -0.870 -3.581
H 0.197 -4.563 -4.442
H -0.086 -3.322 -3.331
H 0.824 -4.762 -2.793
H 2.193 -0.050 -3.071
H 0.643 -1.063 -3.493
H 1.913 -0.721 -4.641
C -0.388 -3.691 5.948
C -1.156 -2.391 5.681
N -0.477 -1.217 6.263
C 0.848 -0.921 6.089
C 1.183 0.023 6.993
N 0.055 0.279 7.724
C -0.917 -0.490 7.274
C -0.052 1.234 8.823
H 0.659 -3.698 5.657
H -0.931 -4.510 5.485
H -0.410 -3.816 7.033
H -2.134 -2.533 6.127
H -1.177 -2.118 4.625
H 1.504 -1.526 5.490
H 2.092 0.551 7.225
H -1.887 -0.443 7.744
H -1.074 1.291 9.191
H 0.122 2.200 8.339
H 0.608 1.146 9.681
C -1.753 2.312 5.167
C -1.422 1.530 3.902
N -0.388 2.199 3.134
C -0.623 2.839 1.948
C 0.523 3.486 1.649
N 1.428 3.206 2.628
C 0.902 2.288 3.444
C 2.786 3.744 2.651
H -1.961 3.375 5.027
H -0.949 2.241 5.910
H -2.679 1.977 5.644
H -2.328 1.395 3.314
H -1.246 0.506 4.252
H -1.566 2.834 1.422
H 0.784 4.159 0.843
H 1.329 1.836 4.321
H 2.752 4.670 3.223
H 3.183 3.899 1.654
H 3.383 3.068 3.266
C -6.251 -0.102 -3.751
C -5.122 -0.882 -4.450
N -4.592 -1.942 -3.596
C -3.340 -2.030 -3.034
C -3.438 -3.046 -2.156
N -4.617 -3.693 -2.337
C -5.306 -2.998 -3.242
C -5.076 -4.788 -1.500
H -6.702 0.723 -4.289
H -5.859 0.165 -2.770
H -7.073 -0.812 -3.603
H -4.321 -0.167 -4.633
H -5.411 -1.324 -5.401
H -2.606 -1.245 -3.114
H -2.668 -3.406 -1.494
H -6.319 -3.126 -3.584
H -5.239 -4.359 -0.503
H -4.264 -5.500 -1.423
H -6.069 -5.190 -1.674
C 1.021 4.517 -4.147
C -0.219 5.373 -3.819
N -1.220 4.547 -3.173
C -1.155 4.187 -1.844
C -2.170 3.299 -1.664
N -2.822 3.178 -2.856
C -2.252 3.970 -3.747
C -3.998 2.359 -3.156
H 1.596 4.311 -3.242
H 1.595 5.026 -4.915
H 0.693 3.529 -4.478
H -0.591 5.801 -4.750
H 0.104 6.225 -3.221
H -0.347 4.603 -1.266
H -2.486 2.665 -0.851
H -2.636 4.075 -4.744
H -4.618 2.307 -2.262
H -3.741 1.367 -3.493
H -4.578 2.925 -3.878
C 2.909 6.752 0.200
F 1.583 6.826 0.291
F 3.469 7.877 -0.106
F 3.313 6.407 1.424
S 3.282 5.383 -1.014
O 4.577 4.895 -0.560
O 2.151 4.457 -0.849
O 3.337 5.966 -2.330
C -1.401 -0.594 -6.311
F -1.529 -0.098 -7.525
F -2.519 -1.314 -6.084
F -0.315 -1.371 -6.247
S -1.348 0.757 -5.020
O -2.434 1.639 -5.418
O -1.699 0.096 -3.751
O 0.001 1.282 -5.059
C -4.026 -0.394 -0.012
F -4.759 -1.460 -0.271
F -2.811 -0.822 0.420
F -3.743 0.268 -1.141
S -4.839 0.767 1.194
O -3.807 1.781 1.319
O -6.029 1.189 0.496
O -5.016 -0.112 2.338
*
```

Calculated total energy in hartree: -5616.2997
HOMO-LUMO gap in eV: 7.10
Maximum force in eV Å⁻¹: 3.79
E_HOMO in eV: -14.16
E_LUMO in eV: -7.057

Here are the Mulliken charges for atoms 1 to 99, given in e: -0.28, 0.47, -1.06, 0.40, 0.25, -0.29, -0.28, 1.03, 0.87, -1.06, 0.02, -0.65, -0.25, -0.45, -0.02, -1.24, 0.53, -0.27, -0.02, 0.48, 0.41, -1.10, 0.35, 0.36, 0.38, 0.47, 0.13, 0.53, -1.25, 0.63, -0.35, 0.31, 0.43, 0.09, -0.88, 0.33, 0.37, 0.37, 0.34, 0.35, 0.44, -0.23, 0.25, -0.42, 0.58, -0.08, 0.47, -0.83, 0.44, -0.21, 0.08, 0.29, 0.03, 0.48, -1.25, -0.38, 0.50, -0.34, -0.89, 0.13, -0.12, -0.78, 0.32, 0.42, 0.40, 0.47, 0.08, 0.54, 0.54, 0.40, 0.30, 0.37, 0.33, -1.37, 0.86, 0.70, -0.96, -0.29, 0.32, -0.41, -0.37, 0.42, 0.20, 0.43, -0.18, -0.46, 0.63, 0.49, 0.59, 0.42, -0.29, 0.27, -1.05, -0.23, 0.43, 0.54, -1.54, 0.26, -0.15


[2]
Computed, not measured: 9 unconnected molecules or ions with the total composition C16H50N4O9, with wB97M-V/def2-TZVPD.

```
! RIJCOSX wB97M-V def2-TZVPD def2/J DEFGRID3
* xyz 0 1
C 9.860 11.602 11.772
O 9.005 10.908 11.119
N 10.189 11.383 13.044
N 10.569 12.548 11.092
H 9.799 10.587 13.516
H 11.003 11.875 13.433
H 11.237 13.108 11.572
H 10.248 12.817 10.168
C 7.667 7.884 12.629
O 8.192 6.818 13.029
N 7.431 8.882 13.451
N 7.331 8.086 11.303
H 7.948 8.928 14.277
H 7.121 9.768 13.068
H 7.701 8.991 11.032
H 7.512 7.347 10.685
C 13.844 11.334 7.957
C 13.449 11.014 9.402
O 14.170 11.708 10.394
H 14.921 11.212 7.788
H 13.710 12.375 7.654
H 13.336 10.696 7.265
H 13.696 9.947 9.520
H 12.367 11.140 9.486
H 14.906 12.179 10.014
C 6.772 13.463 11.643
C 6.271 12.074 11.240
O 6.186 11.385 12.429
H 6.462 14.176 10.914
H 7.844 13.694 11.770
H 6.183 13.612 12.576
H 6.961 11.608 10.573
H 5.299 12.252 10.699
H 5.698 10.571 12.228
C 10.795 6.785 6.646
C 11.814 7.925 6.642
O 11.260 9.245 6.879
H 9.973 7.192 6.045
H 10.435 6.511 7.634
H 11.252 5.907 6.169
H 12.103 7.978 5.628
H 12.647 7.611 7.320
H 10.990 9.221 7.831
C 10.556 8.540 17.533
C 10.232 7.566 16.419
O 10.106 8.307 15.212
H 10.540 7.939 18.432
H 9.871 9.382 17.688
H 11.645 8.853 17.395
H 9.367 7.009 16.685
H 11.109 6.990 16.396
H 10.206 7.723 14.415
C 13.614 12.634 15.272
C 13.955 13.183 13.827
O 13.129 12.632 12.859
H 14.116 13.282 15.968
H 13.994 11.632 15.333
H 12.543 12.651 15.425
H 14.987 13.042 13.536
H 13.878 14.325 13.724
H 13.634 12.540 12.026
C 11.049 6.874 10.387
C 11.008 8.359 10.702
O 10.324 9.095 9.636
H 11.417 6.633 9.396
H 10.046 6.449 10.516
H 11.704 6.496 11.149
H 11.989 8.782 10.928
H 10.325 8.517 11.633
H 9.783 9.821 10.039
C 10.807 12.480 6.390
C 9.655 12.171 7.482
O 9.523 13.273 8.332
H 10.361 13.013 5.563
H 11.143 11.486 6.088
H 11.630 13.085 6.853
H 10.056 11.322 8.062
H 8.713 11.867 7.032
H 8.639 13.717 8.212
*
```

Calculated total energy in hartree: -1535.7861
HOMO-LUMO gap in eV: 9.81
Maximum force in eV Å⁻¹: 4.14
E_HOMO in eV: -9.30
E_LUMO in eV: 0.510

Mulliken atomic charges, in units of e: 0.39, -0.68, -0.10, -0.19, 0.09, 0.04, 0.13, 0.13, 0.55, -0.70, -0.25, -0.44, 0.22, 0.33, 0.08, 0.33, -1.49, 0.61, -0.56, 0.50, 0.44, 0.24, 0.02, -0.10, 0.29, -1.14, 0.15, -0.68, 0.38, 0.17, 0.32, 0.01, 0.40, 0.27, -1.16, -0.30, -0.32, 0.33, 0.26, 0.36, 0.47, 0.24, 0.27, -1.13, -0.23, -0.40, 0.38, 0.32, 0.22, 0.33, 0.28, 0.19, -1.09, -0.30, -0.40, 0.38, 0.27, 0.31, 0.36, 0.28, 0.25, -1.44, 0.56, -0.12, 0.25, 0.24, 0.45, 0.28, -0.26, 0.17, -1.02, 0.43, -0.59, 0.43, 0.19, 0.15, -0.41, 0.46, 0.29


Q: E_LUMO of number 2 (C16H50N4O9)?
A: 0.510 eV